{
  "formula": "C17H23N5O3",
  "method": "ωB97M-V/def2-TZVPD",
  "lumo_ev": -0.22,
  "homo_lumo_gap_ev": 8.176,
  "total_charge": 0,
  "homo_energy_ha": -0.309,
  "relative_energy_kj_mol": 2057.0,
  "total_energy_ha": -1160.39103,
  "elements": ["C", "C", "H", "H", "O", "C", "C", "C", "C", "C", "C", "O", "C", "H", "H", "H", "H", "H", "C", "N", "N", "N", "N", "C", "H", "H", "C", "O", "N", "C", "H", "C", "C", "C", "C", "H", "H", "H", "H", "H", "H", "H", "H", "H", "H", "H", "H", "H"],
  "positions_angstrom": [[3.2853, 3.6596, -1.1004], [2.6024, 2.3631, -0.9880], [2.1652, 2.1378, -1.9626], [1.6973, 2.4997, -0.2822], [3.3760, 1.2188, -0.6571], [2.8284, 0.0525, -0.1705], [1.4709, -0.3562, -0.2372], [1.0865, -1.4865, -0.2044], [1.9417, -2.4185, 0.3388], [3.3536, -2.1359, 0.5946], [3.7297, -0.6175, 0.3046], [5.0117, -0.5549, 0.4240], [5.8185, 0.3493, 0.0562], [5.7314, 0.8276, -0.8620], [5.4266, 1.3769, 0.6067], [6.7697, 0.3099, 0.5450], [4.0674, -2.9568, 1.0466], [1.6046, -3.4833, 0.7689], [-0.1819, -1.7214, -0.3333], [-1.2105, -0.9686, -0.7154], [-2.3406, -1.7112, -0.8304], [-2.2428, -2.7760, -0.0044], [-0.8862, -2.8562, 0.1961], [-3.6191, -1.1831, -1.0456], [-3.6419, -1.2608, -2.5356], [-4.2626, -1.7536, -0.7058], [-3.6786, 0.1053, -1.0554], [-3.8453, 1.1465, -2.0627], [-3.6904, 0.7514, 0.3048], [-3.3642, 0.0298, 1.5008], [-3.4447, -0.8969, 1.2293], [-2.0807, 0.4293, 1.9170], [-1.9556, 2.0042, 2.2773], [-2.2837, 2.5502, 0.9139], [-3.6413, 2.1618, 0.3774], [-3.7593, 2.8868, -0.5607], [-4.3874, 2.5043, 0.8927], [-2.2705, 3.7791, 1.3433], [-1.4976, 2.4740, 0.2320], [-1.1205, 2.3729, 2.7369], [-2.6547, 2.1845, 3.1555], [-2.0567, -0.0031, 3.2265], [-1.3424, 0.1124, 1.3997], [-4.2497, 0.2121, 2.1498], [0.7370, 0.5296, -0.8743], [2.7305, 4.3747, -1.5661], [4.1164, 3.3908, -1.8608], [3.8053, 3.8327, -0.2055]],
  "forces_ev_per_a": [[4.5, -3.7, -1.5], [-4.1, -1.2, 0.4], [-0.4, 0.1, -0.1], [1.3, -0.5, -0.7], [-0.2, 2.3, -0.3], [-6.2, 7.0, -3.2], [3.1, 16.9, -5.3], [1.8, -9.1, 2.6], [5.5, -5.0, 3.2], [-3.6, 1.5, -0.3], [4.6, -13.4, 4.5], [-0.7, -4.7, 1.6], [1.7, 9.0, 2.4], [0.4, -0.4, -2.5], [1.1, -1.5, -0.6], [0.8, -0.8, -0.5], [-1.5, 2.2, -1.0], [0.4, 2.6, -1.6], [-14.5, -4.5, 0.5], [0.3, 1.9, -3.8], [3.5, -0.3, 4.6], [5.3, 0.0, -1.6], [-1.5, -1.0, 0.4], [6.5, -3.4, -10.9], [-0.6, -0.2, 4.0], [-6.4, -5.1, 3.4], [-2.3, 19.4, 0.7], [1.1, -7.5, 4.8], [-0.7, -2.1, -6.6], [-3.6, 4.5, -0.2], [-0.1, -5.7, -0.9], [-1.3, 3.1, 12.1], [-3.5, -4.0, -1.2], [-1.2, 6.3, 4.3], [4.4, 1.8, -4.3], [0.2, -2.8, 1.2], [-4.2, 1.8, 3.9], [-0.4, -2.7, -2.3], [1.2, -0.4, -1.1], [3.0, 0.3, 0.4], [-0.2, 0.0, -1.6], [0.5, 0.4, -3.9], [5.0, -2.3, -3.4], [1.0, 0.0, 0.5], [2.1, -2.7, 2.4], [-1.7, 2.1, -0.6], [-0.8, 0.9, 1.0], [0.4, 1.2, 1.3]],
  "nbo_charge": [-0.619, -0.047, 0.167, 0.160, -0.528, 0.158, -0.075, -0.300, -0.187, -0.194, 0.311, -0.471, -0.226, 0.196, 0.122, 0.198, 0.244, 0.250, 0.341, -0.272, -0.009, -0.036, -0.261, -0.305, 0.236, 0.244, 0.626, -0.628, -0.388, -0.244, 0.197, -0.330, -0.401, -0.379, -0.241, 0.265, 0.191, 0.178, 0.214, 0.214, 0.197, 0.164, 0.196, 0.202, 0.227, 0.229, 0.198, 0.216]
}


{
  "formula": "C23H46N5O13",
  "method": "ωB97M-V/def2-TZVPD",
  "lumo_ev": 1.78,
  "homo_lumo_gap_ev": 6.764,
  "total_charge": -1,
  "homo_energy_ha": -0.183,
  "relative_energy_kj_mol": 123.2,
  "total_energy_ha": -2155.96788,
  "elements": ["C", "C", "O", "O", "H", "H", "H", "C", "C", "O", "C", "O", "O", "H", "H", "H", "H", "C", "C", "O", "C", "O", "O", "H", "H", "H", "H", "C", "C", "O", "N", "C", "H", "H", "H", "H", "H", "H", "H", "C", "C", "O", "N", "C", "H", "H", "H", "H", "H", "H", "H", "C", "C", "O", "N", "C", "H", "H", "H", "H", "H", "H", "H", "C", "C", "O", "N", "C", "H", "H", "H", "H", "H", "H", "H", "C", "C", "O", "N", "C", "H", "H", "H", "H", "H", "H", "H"],
  "positions_angstrom": [[-1.7722, -1.4022, -0.8808], [-0.5614, -1.1402, 0.0237], [-0.7814, -1.2846, 1.2331], [0.5241, -0.9325, -0.5061], [-1.9503, -0.5641, -1.5546], [-2.6685, -1.5202, -0.2719], [-1.5196, -2.3129, -1.4238], [6.3965, 1.6740, 2.1345], [5.1128, 2.5108, 2.0902], [5.2978, 3.3803, 3.1611], [6.2368, 2.7989, 4.0261], [6.6082, 3.3752, 5.0835], [6.8033, 1.7775, 3.4526], [7.2458, 1.9815, 1.5245], [6.2639, 0.6226, 1.8797], [4.2183, 1.8978, 2.1998], [5.0962, 2.9707, 1.1021], [0.3332, -2.9057, -6.6632], [1.4670, -3.2818, -5.6525], [2.3129, -4.0292, -6.4390], [1.6692, -4.6463, -7.4046], [2.0399, -5.5279, -8.1474], [0.4191, -4.0355, -7.5239], [0.6178, -1.9743, -7.1527], [-0.6225, -2.7595, -6.1599], [1.1022, -3.9680, -4.8882], [1.8469, -2.3931, -5.1485], [4.3379, -4.4847, 3.1547], [3.5829, -5.6602, 2.5435], [4.2474, -6.6827, 2.2825], [2.2565, -5.4822, 2.4320], [1.2358, -6.4663, 1.9394], [4.6708, -4.7359, 4.1618], [3.7140, -3.5934, 3.2213], [5.2671, -4.3369, 2.6044], [1.9030, -4.5378, 2.4891], [1.6680, -7.2499, 1.3171], [0.3702, -5.9310, 1.5491], [0.7700, -6.9872, 2.7761], [4.3206, 1.8175, -4.4070], [3.0099, 2.3655, -4.9729], [2.9504, 2.8956, -6.0304], [1.9925, 2.3871, -4.0804], [0.7271, 3.0297, -4.3650], [5.1747, 2.3509, -4.8241], [4.5102, 0.7816, -4.6883], [4.2228, 1.8612, -3.3223], [2.0664, 1.8017, -3.2607], [-0.0417, 2.8496, -3.6136], [0.3090, 2.6555, -5.2995], [0.8814, 4.1075, -4.4161], [-6.3725, 4.5716, -5.4759], [-5.9975, 5.8483, -6.1556], [-5.1197, 6.4882, -5.6108], [-6.6949, 6.2876, -7.2315], [-6.3845, 7.5325, -7.9146], [-7.1179, 3.9890, -6.0173], [-6.6506, 4.8215, -4.4521], [-5.5277, 3.8838, -5.5130], [-7.5060, 5.7801, -7.5550], [-6.7820, 7.4104, -8.9222], [-5.3325, 7.8099, -7.9805], [-6.9215, 8.3754, -7.4795], [-1.0812, 2.2517, 6.5381], [0.0665, 1.6754, 7.2840], [0.2321, 2.1388, 8.3557], [0.7788, 0.6978, 6.6963], [1.9060, -0.0402, 7.2222], [-1.9890, 1.8932, 7.0233], [-1.0074, 1.8613, 5.5231], [-1.1150, 3.3376, 6.4506], [0.4922, 0.4614, 5.7571], [2.7613, 0.3122, 6.6457], [1.7168, -1.0990, 7.0459], [2.2088, 0.1252, 8.2561], [-3.2524, -3.3273, 6.1385], [-4.5343, -2.7135, 5.6918], [-5.5638, -3.1381, 6.2054], [-4.6000, -1.8877, 4.6641], [-5.8428, -1.2487, 4.1901], [-3.3121, -4.3948, 6.3506], [-2.7975, -2.8299, 6.9951], [-2.4388, -3.2404, 5.4182], [-3.6924, -1.6773, 4.2740], [-5.9077, -1.2447, 3.1020], [-5.7163, -0.2285, 4.5524], [-6.7873, -1.5491, 4.6436]],
  "forces_ev_per_a": [[-0.2, 0.3, 0.0], [-0.9, -0.7, 0.3], [-0.3, 0.0, 1.7], [1.6, 0.6, -1.3], [0.2, -0.1, -0.3], [0.0, -0.3, -0.1], [-0.3, 0.0, -0.3], [-0.2, -1.2, -1.4], [0.7, -1.2, -1.5], [0.6, -0.1, 1.6], [0.9, 5.0, 3.2], [-1.8, -2.8, -3.9], [0.7, -1.0, 1.7], [-0.3, 0.6, -0.3], [-0.3, 0.0, 0.2], [0.0, 0.0, 0.2], [-0.3, 0.7, 0.3], [1.5, -0.3, 1.4], [-2.8, 0.8, 0.8], [2.9, -0.6, -0.2], [-1.5, -0.2, -2.2], [-0.4, 1.5, 1.7], [-0.1, -0.5, -0.5], [-0.1, -0.1, -0.5], [-0.1, -0.5, -0.3], [-0.3, 0.2, 0.2], [0.8, -0.3, -0.4], [-0.2, 0.0, -0.1], [2.1, -1.1, 0.3], [-1.8, 1.1, 0.1], [-1.5, -0.7, -0.8], [0.5, 0.3, 1.2], [-0.3, -0.2, 0.1], [0.3, 0.2, -0.1], [-0.3, 0.2, -0.2], [0.2, -0.1, 0.1], [0.0, 0.5, -0.3], [0.5, 0.1, -0.7], [0.4, -0.1, 0.4], [-0.4, -0.6, 0.0], [1.0, -0.4, 2.4], [-0.3, 1.1, -2.8], [-0.5, -0.7, 0.8], [-0.2, 0.1, -0.3], [-0.2, 0.4, 0.3], [-0.3, -0.2, 0.0], [0.6, 0.0, 0.0], [-0.1, 0.2, -0.1], [0.5, -0.2, 0.3], [0.1, 0.2, -0.2], [-0.1, 0.0, -0.3], [-0.4, -1.0, -0.9], [0.0, 0.2, 1.1], [0.5, 0.8, -0.6], [0.4, -0.1, -0.2], [-0.8, 0.1, -0.4], [-0.6, 0.2, 0.3], [0.0, -0.3, -0.1], [0.3, 0.4, 0.4], [0.3, 0.0, 0.2], [0.2, 0.2, -0.1], [0.0, -0.5, 0.3], [0.1, 0.1, 0.2], [-0.4, -0.8, -1.9], [-0.9, 0.5, -1.6], [1.7, 0.7, 4.0], [-0.5, -0.3, -0.2], [0.6, 0.2, -0.6], [-0.1, 0.1, -0.2], [-0.7, 0.1, -0.3], [0.4, -0.1, 0.5], [0.2, -0.1, 0.2], [0.3, -0.5, -0.1], [0.3, 0.0, 0.1], [-0.9, 0.3, 0.1], [2.1, 0.3, -0.3], [-1.8, -2.2, 0.8], [-0.4, 0.2, 0.7], [0.5, 0.3, -0.9], [1.0, 1.2, 0.5], [-0.6, 0.2, 0.1], [-0.5, 0.1, 0.4], [-0.1, 0.1, -0.5], [-0.4, 0.5, -0.5], [0.1, -0.2, 0.1], [-0.4, 0.4, -0.5], [0.6, -0.9, 0.1]],
  "mulliken_charge": [-0.670, 0.515, -0.706, -0.733, 0.219, 0.217, 0.159, -0.350, -0.220, -0.309, 0.687, -0.582, -0.307, 0.250, 0.280, 0.290, 0.259, -0.303, -0.343, -0.308, 0.676, -0.539, -0.341, 0.250, 0.319, 0.266, 0.321, -0.886, 0.653, -0.662, -0.199, -0.880, 0.229, 0.291, 0.269, 0.271, 0.300, 0.325, 0.289, -0.900, 0.647, -0.609, -0.184, -0.860, 0.289, 0.235, 0.260, 0.247, 0.345, 0.277, 0.256, -0.911, 0.611, -0.610, -0.204, -0.839, 0.318, 0.241, 0.267, 0.244, 0.324, 0.286, 0.273, -0.927, 0.715, -0.604, -0.188, -0.819, 0.213, 0.287, 0.283, 0.172, 0.270, 0.282, 0.318, -1.044, 0.829, -0.673, -0.189, -0.842, 0.282, 0.260, 0.301, 0.173, 0.283, 0.314, 0.306]
}


{
  "formula": "C18H17F3N6O",
  "method": "ωB97M-V/def2-TZVPD",
  "lumo_ev": 0.32,
  "homo_lumo_gap_ev": 8.394,
  "total_charge": 0,
  "homo_energy_ha": -0.297,
  "smiles": "CNC(=O)c1c(N)nn2ccc(N3C[C@@H](F)C[C@@H]3c3cc(F)ccc3F)nc12",
  "total_energy_ha": -1399.51129,
  "elements": ["O", "F", "F", "F", "N", "N", "C", "C", "C", "C", "C", "C", "C", "C", "C", "C", "C", "C", "C", "N", "N", "N", "N", "C", "C", "C", "C", "C", "H", "H", "H", "H", "H", "H", "H", "H", "H", "H", "H", "H", "H", "H", "H", "H", "H"],
  "positions_angstrom": [[0.4209, 4.5776, 1.1271], [2.3884, -2.5561, -4.0758], [-1.9268, 0.5188, -2.5425], [-2.4087, -4.6394, 0.3536], [2.0798, 1.8746, 3.6951], [0.3406, 0.3085, 0.9656], [0.3725, 3.3747, 0.8881], [1.6726, 2.9041, 3.0015], [0.3736, -0.9699, 1.3309], [0.9882, -1.4107, 2.5713], [0.9556, 2.5123, 1.8503], [1.5732, -0.5311, 3.4304], [0.9281, 1.1979, 1.8603], [0.9369, -0.7504, -4.4521], [-0.1584, 0.0114, -4.0559], [0.7602, -1.9679, -2.3855], [1.3759, -1.7899, -3.6191], [-0.8641, -0.2336, -2.8837], [-0.3798, -1.1997, -1.9625], [2.0493, 4.1399, 3.4471], [1.5809, 0.8028, 3.0003], [-0.4730, 2.8553, -0.0659], [-0.2992, -1.8279, 0.4899], [-1.4251, 3.6917, -0.7957], [-0.6130, -3.1992, 0.9549], [-2.1667, -2.5035, -0.7544], [-1.4996, -3.7515, -0.1502], [-1.1398, -1.4010, -0.6624], [1.0752, -2.4818, 2.7617], [2.1085, -0.8475, 4.3362], [1.4603, -0.5477, -5.3768], [-0.4928, 0.8235, -4.7001], [1.1021, -2.7551, -1.7205], [2.3003, 4.1493, 4.4191], [1.5969, 4.9236, 2.9770], [-0.5592, 1.8112, -0.0620], [-1.8198, 3.0765, -1.6147], [-2.2537, 3.9551, -0.1403], [-0.9845, 4.6004, -1.1660], [-1.1820, -3.1648, 1.9063], [0.2317, -3.9054, 1.0576], [-3.0008, -2.2454, -0.1445], [-2.4684, -2.7268, -1.7732], [-0.8479, -4.2175, -0.9337], [-1.7086, -0.4854, -0.3871]],
  "forces_ev_per_a": [[0.2, 0.9, -0.7], [-0.3, 0.0, 0.7], [0.0, 0.0, -0.2], [-0.1, -0.4, -0.1], [-0.2, -1.3, 0.5], [0.7, -0.1, 1.5], [-2.5, 1.1, -0.1], [0.8, 0.9, 0.6], [-0.6, 1.3, -0.5], [0.0, -0.9, -0.3], [0.6, 2.1, -0.7], [0.2, 1.4, -1.6], [-0.6, -4.1, -0.6], [-0.1, -0.4, 0.8], [-0.4, 0.4, -0.5], [-0.9, 0.0, 0.6], [-1.0, 1.3, -0.3], [1.7, -1.2, 0.9], [0.6, 0.5, -1.5], [-0.6, 0.1, -1.0], [0.3, -2.2, 1.4], [0.9, -1.0, 0.2], [0.6, -1.2, 0.6], [-0.1, -1.1, 0.3], [-0.3, 0.0, 0.0], [0.4, -1.4, -0.3], [0.7, 1.1, -0.8], [0.4, 0.5, 0.7], [-0.2, 0.4, 0.1], [-0.4, 0.6, -0.5], [-0.1, 0.0, 0.0], [0.0, -0.2, 0.1], [0.1, 0.1, 0.0], [0.0, 0.4, 0.0], [0.2, -0.3, 0.5], [0.1, 1.5, -0.2], [0.1, 0.4, 0.1], [-0.1, 0.2, 0.0], [0.3, 0.2, -0.1], [0.3, -0.1, -0.4], [0.0, 0.8, 0.2], [-0.9, 0.1, 0.4], [-0.3, 0.3, -0.1], [-0.7, -0.1, 0.6], [0.8, -0.3, -0.3]],
  "nbo_charge": [-0.670, -0.316, -0.323, -0.345, -0.359, -0.540, 0.665, 0.413, 0.447, -0.373, -0.346, 0.095, 0.379, -0.259, -0.256, -0.280, 0.397, 0.381, -0.057, -0.806, -0.183, -0.632, -0.410, -0.408, -0.254, -0.430, 0.214, -0.054, 0.232, 0.243, 0.236, 0.234, 0.228, 0.395, 0.430, 0.427, 0.202, 0.189, 0.218, 0.208, 0.209, 0.223, 0.230, 0.162, 0.244]
}